67
Properties=species:S:1:pos:R:3:forces:R:3:mulliken_charge:R:1 method="wB97M-V/def2-TZVPD" smiles="C[C@@H](O)C[C@@H]1OC(=O)O[C@@H]1P(=O)(O)O.CCOC(C)=O.CCOC(C)=O.CCOC(C)=O" molar_mass_g_mol=490.44 total_charge=0 e_lumo_ha=-0.0044
C -1.660973 1.709277 0.776077 -0.4158 -0.3671 -1.1758 -0.791
C -2.657473 1.822657 -0.525826 -1.1874 0.8808 0.5154 0.852
O -4.022890 2.109380 0.026771 1.2726 -0.4054 -1.9379 -0.521
C -2.307966 3.067350 -1.533765 0.3090 0.1792 0.1147 -0.777
C -0.721288 3.237589 -1.908139 -1.0271 0.4106 2.7331 0.078
O -0.587861 4.128457 -3.076224 3.1404 -4.2295 -0.4651 -0.327
C 0.511990 3.491541 -3.832569 -0.0794 2.9198 -5.0077 0.473
O 0.694050 3.867047 -5.101692 -0.5353 -3.0652 8.9813 -0.520
O 1.266611 2.549585 -2.968596 -2.9196 1.5992 -1.6540 -0.293
C 0.240680 1.920516 -2.071612 -0.1447 2.2067 -0.6290 0.265
P -0.331471 0.446755 -3.160971 4.5089 -4.1953 -3.8915 0.766
O 0.970993 -0.055690 -3.965285 -5.2462 2.0224 3.4666 -0.667
O -1.515391 0.856365 -4.370966 0.4057 -0.5091 4.2901 -0.509
O -0.797432 -0.924972 -2.153837 -1.5085 3.2891 -1.7483 -0.486
H -0.737635 1.055115 0.449423 -1.6661 1.4610 0.9752 0.110
H -2.229337 1.126428 1.626314 1.1624 1.3669 -1.7254 0.334
H -1.363470 2.809218 1.100604 -0.5750 -2.4663 -0.5222 0.227
H -2.777979 0.827490 -1.139620 0.6481 1.6018 1.1537 -0.166
H -4.684808 2.181131 -0.736504 1.0046 -0.0500 1.3853 0.320
H -2.625167 4.064129 -0.965319 0.5986 -2.2222 -1.3079 0.237
H -2.941084 2.986584 -2.518305 1.1743 0.1597 1.8227 0.322
H -0.272428 3.802666 -0.985956 -0.5940 -1.0139 -1.7634 0.215
H 0.751957 1.591038 -1.064694 -1.1110 0.5011 -2.1813 0.327
H -2.380802 0.983928 -3.873410 1.1031 0.0143 -1.0562 0.378
H -1.783755 -0.921853 -1.977057 1.5043 -0.0273 -0.1234 0.335
O 1.031007 -0.462378 1.097127 1.5935 -0.4776 -0.7352 -0.634
C 1.922465 -1.034860 0.475802 -0.7532 0.5055 0.3366 0.750
O 3.218723 -0.721044 0.694360 -0.5192 0.1977 0.5871 -0.372
C 4.338523 -1.451844 0.160432 0.2126 -0.0856 -0.3333 -0.067
C 4.672913 -0.978955 -1.240785 -0.1210 0.0539 -0.1853 -1.044
C 1.587071 -2.025716 -0.600001 0.0447 -0.7015 0.1343 -0.781
H 4.165413 -2.531098 0.212536 -0.0761 0.1598 -0.0147 0.355
H 5.187337 -1.243931 0.820516 -0.3864 0.0349 0.0899 0.072
H 3.844928 -1.151200 -1.932649 0.0908 -0.0645 0.0154 0.273
H 5.557853 -1.499755 -1.622467 -0.1357 0.0704 0.0939 0.368
H 4.870248 0.097559 -1.244924 0.0447 -0.1465 0.0676 0.297
H 1.364694 -1.488443 -1.526126 0.1139 -0.1630 0.1296 0.084
H 0.703191 -2.590386 -0.288745 0.0220 0.3526 -0.1295 0.301
H 2.368811 -2.762847 -0.783016 0.0703 0.2132 -0.1013 0.331
O 6.227336 -4.652696 2.448979 0.5303 1.8309 1.2824 -0.576
C 6.633906 -3.835968 3.271252 -0.3519 -1.2279 -1.2087 0.790
O 6.389187 -2.517353 3.104221 -0.4729 -0.1505 -0.2683 -0.339
C 6.657697 -1.504093 4.091291 0.2349 0.0767 0.0564 -0.402
C 8.098171 -1.038242 4.008420 0.2019 -0.0372 -0.0153 -0.971
C 7.485797 -4.275463 4.425706 -0.2057 -0.1902 0.6821 -1.005
H 6.381028 -1.846944 5.092978 0.0917 -0.0793 -0.1365 0.363
H 5.995571 -0.662970 3.859935 -0.0223 -0.3448 -0.1574 0.329
H 8.797464 -1.851807 4.215791 -0.0714 0.0746 0.0885 0.269
H 8.283832 -0.230341 4.724564 -0.0494 -0.1212 -0.1157 0.363
H 8.325711 -0.674030 3.001735 -0.1217 0.0169 0.1427 0.300
H 8.522657 -4.369648 4.091233 -0.1438 0.0147 0.0430 0.250
H 7.127463 -5.249976 4.770520 0.1727 0.0923 -0.2960 0.306
H 7.438465 -3.612138 5.289263 0.1693 0.0815 -0.1465 0.331
O -6.386445 2.389143 -1.501708 -1.0521 -1.1409 0.7956 -0.701
C -7.306635 1.702313 -1.065829 0.8008 0.2487 -0.2102 0.886
O -7.165679 1.028311 0.097091 0.3629 0.6792 -0.2618 -0.368
C -8.233760 0.349521 0.783782 -0.1594 -0.2665 -0.0457 -0.407
C -8.425972 -1.049950 0.232975 0.0023 -0.1291 -0.1628 -0.955
C -8.568203 1.525497 -1.858812 -0.5715 0.4782 0.0334 -1.135
H -9.153694 0.941809 0.764160 0.1277 -0.0363 -0.1376 0.353
H -7.933116 0.282422 1.834750 0.1944 0.2146 -0.2936 0.324
H -8.710865 -1.032389 -0.821743 -0.0873 0.0175 0.1074 0.276
H -9.202934 -1.581387 0.793276 0.1315 0.1023 -0.0755 0.357
H -7.493647 -1.619305 0.299665 -0.1227 0.1105 0.1071 0.302
H -8.414815 0.743449 -2.607607 -0.0065 0.1081 0.1060 0.273
H -8.796350 2.469068 -2.363389 0.2489 -0.2340 -0.0718 0.323
H -9.442417 1.286335 -1.253400 0.1462 -0.1996 -0.0455 0.348


67
Properties=species:S:1:pos:R:3:forces:R:3:mulliken_charge:R:1 method="wB97M-V/def2-TZVPD" molar_mass_g_mol=708.70 de_lowest_ev=0.377 total_charge=0 e_lumo_ha=-0.0014
Ir 0.039233 0.087836 -0.302441 0.1972 0.1997 -0.4044 1.876
O -1.823045 -0.900277 -0.600314 0.0385 0.0094 -0.0700 -0.600
C -2.394213 -0.897055 0.739221 0.0730 -0.0280 -0.0172 -0.540
C -2.282039 0.480254 1.375098 0.0279 0.0679 -0.0255 -0.612
N -0.924787 1.088890 1.170468 -0.1193 -0.0618 0.1381 -0.265
C -1.097644 2.495458 0.682254 0.0081 -0.0210 -0.0122 -0.524
C -1.471823 2.486715 -0.789598 -0.0042 -0.0309 0.0333 0.532
O -2.169145 3.336269 -1.284662 -0.0084 -0.0006 -0.0106 -0.680
O -0.946260 1.466870 -1.423724 0.1466 0.0494 0.0665 -0.823
C 0.040784 1.128664 2.298700 0.0632 0.0766 0.0208 -0.732
C 1.415263 1.489850 1.690914 -0.0242 -0.0755 0.1295 0.508
O 2.234298 2.083389 2.346355 0.0138 -0.0477 -0.0114 -0.682
O 1.595607 1.118590 0.439342 -0.1177 0.1558 -0.1334 -0.908
H -2.290164 -0.277383 -1.185134 -0.0770 -0.0421 0.0159 0.441
H -1.805100 -1.624208 1.283107 -0.0057 -0.0738 0.0666 0.245
H -3.434222 -1.220067 0.692252 -0.0071 0.0554 -0.0404 0.433
H -2.532210 0.438852 2.436030 0.0729 -0.0532 0.0160 0.430
H -2.995120 1.151662 0.892888 -0.0351 -0.0078 0.0494 0.477
H -0.144744 3.015812 0.774951 -0.0081 0.0019 0.0112 0.395
H -1.838846 3.011421 1.291021 -0.0152 0.0041 -0.0263 0.460
H 0.090124 0.144745 2.758701 0.0153 0.1666 -0.0087 0.480
H -0.245101 1.883701 3.031494 -0.0011 0.0440 -0.0258 0.400
O 1.715355 -3.028218 1.838048 -0.3369 -0.4679 -0.2129 -0.635
N 0.901378 -2.172910 1.597145 1.1152 1.1053 0.5860 0.987
O 0.084092 -1.746103 2.415699 -0.5500 -0.5755 -0.2612 -0.672
O 1.033144 -1.555492 0.449195 -0.3057 -0.2727 -0.0229 -0.523
C 6.030960 -0.509214 -2.144249 -0.0036 -0.0657 -0.0184 -1.971
C 4.581683 -0.274024 -1.675997 -0.0021 -0.0279 0.0004 2.883
C 4.546877 1.075689 -0.944837 0.0252 0.0176 -0.0058 -1.831
C 4.211638 -1.352351 -0.645545 -0.0283 0.0651 0.0305 -1.719
Si 3.429607 -0.295612 -3.195225 -0.0982 0.1013 0.0314 -0.670
Br 1.190666 -0.666719 -2.497003 -0.0762 -0.2749 0.1299 -0.233
C 3.247726 1.379214 -4.101678 0.0388 -0.0056 -0.0176 2.517
C 2.413041 1.240329 -5.382355 0.0072 -0.0091 -0.0091 -2.145
C 4.639796 1.904925 -4.498843 0.0045 0.0248 0.0353 -1.679
C 2.554315 2.439293 -3.229299 -0.0215 -0.0158 0.0094 -1.990
C 3.634489 -1.824947 -4.341126 -0.0200 0.0218 -0.0088 2.313
C 3.881316 -3.096503 -3.515729 0.0180 -0.0006 0.0038 -1.990
C 4.842924 -1.601441 -5.268712 0.0011 -0.0004 -0.0138 -1.753
C 2.413842 -2.116395 -5.230618 0.0025 0.0003 0.0004 -1.797
H 6.690003 -0.400852 -1.277786 -0.0013 0.0025 0.0013 0.544
H 6.358868 0.213687 -2.894253 -0.0045 0.0068 -0.0052 0.349
H 6.186316 -1.511571 -2.544331 0.0041 0.0105 0.0048 0.336
H 5.181716 0.996998 -0.056734 0.0088 -0.0036 -0.0086 0.631
H 3.549906 1.335962 -0.597512 -0.0017 0.0066 -0.0017 0.092
H 4.943346 1.888999 -1.553305 -0.0002 -0.0009 0.0055 0.333
H 4.928224 -1.293134 0.179829 0.0005 -0.0088 -0.0022 0.532
H 4.251503 -2.363944 -1.041135 -0.0112 -0.0183 -0.0057 0.290
H 3.219354 -1.191041 -0.226664 0.0207 -0.0042 -0.0141 0.130
H 2.899652 0.615361 -6.131054 0.0077 0.0038 -0.0025 0.363
H 2.285226 2.233761 -5.822900 -0.0046 0.0008 0.0025 0.595
H 1.417376 0.839288 -5.184325 0.0025 -0.0070 0.0002 0.351
H 5.181364 1.215397 -5.148083 0.0059 -0.0091 0.0015 0.299
H 5.266420 2.119106 -3.632675 -0.0095 -0.0014 -0.0077 0.291
H 4.516623 2.842382 -5.050073 0.0002 0.0009 0.0016 0.531
H 1.549529 2.133829 -2.932759 -0.0015 0.0070 -0.0114 0.413
H 2.457879 3.356814 -3.818341 0.0002 -0.0003 -0.0010 0.556
H 3.113228 2.683684 -2.330213 -0.0039 -0.0047 0.0156 0.342
H 4.813703 -3.059950 -2.954783 -0.0065 -0.0029 0.0019 0.345
H 3.946949 -3.947668 -4.200553 -0.0038 -0.0012 0.0010 0.602
H 3.066134 -3.295323 -2.817284 0.0026 0.0039 0.0025 0.308
H 5.768294 -1.411846 -4.724257 0.0016 0.0132 -0.0021 0.294
H 4.680161 -0.776368 -5.963359 -0.0089 -0.0028 -0.0013 0.307
H 4.995471 -2.504075 -5.868742 0.0033 -0.0027 0.0052 0.554
H 1.518592 -2.326182 -4.647127 0.0005 -0.0208 -0.0014 0.344
H 2.632850 -3.011222 -5.821688 0.0091 0.0086 -0.0101 0.547
H 2.187154 -1.313838 -5.927674 -0.0138 0.0155 0.0134 0.322


72
Properties=species:S:1:pos:R:3:forces:R:3:mulliken_charge:R:1 method="wB97M-V/def2-TZVPD" smiles=ClCCCl.ClCCCl.ClCCCl.ClCCCl.ClCCCl.ClCCCl.ClCCCl.ClCCCl.ClCCCl molar_mass_g_mol=890.64 de_lowest_ev=3.157 total_charge=0 e_lumo_ha=-0.0031
Cl -2.522584 -7.537197 0.783294 -0.1038 -0.9963 0.0532 -0.190
C -4.143456 -8.062205 1.416482 0.1020 1.3807 -0.7476 -0.334
C -4.513480 -6.964976 2.368983 -0.7701 -0.0562 1.2854 -0.562
Cl -4.673667 -5.278777 1.776589 0.1913 -0.6028 -0.1028 -0.169
H -4.187504 -8.981550 2.000412 0.6811 -0.1358 -0.3232 0.289
H -4.774562 -8.137843 0.530997 -0.0624 -0.0114 0.2209 0.298
H -3.780985 -7.010131 3.174900 0.1642 0.5106 -0.1336 0.339
H -5.455763 -7.181425 2.872328 -0.1958 -0.0689 -0.2685 0.330
Cl -2.850320 -7.117999 -4.842636 0.2473 -0.4973 -0.5214 -0.197
C -3.036069 -5.436310 -4.342568 0.5897 0.4907 0.5136 -0.359
C -1.752060 -4.618846 -4.640200 -0.3295 0.6814 -0.1574 -0.434
Cl -1.995839 -2.843039 -4.310927 -0.3104 -0.3585 0.1024 -0.214
H -3.253436 -5.552099 -3.280752 0.1673 0.6488 -0.0189 0.276
H -3.915181 -5.026939 -4.840235 0.2743 0.0919 -0.0572 0.310
H -1.486420 -4.613913 -5.697328 -0.1994 -0.4391 0.0936 0.297
H -0.852401 -4.829104 -4.061824 -0.4362 -0.6181 0.0706 0.320
Cl -3.532856 1.635905 1.124307 0.8051 -0.4961 0.1475 -0.212
C -2.099678 0.659846 0.444650 -1.6266 1.3113 -0.0726 -0.400
C -0.942854 1.600033 0.129984 0.4928 0.0443 -0.0219 -0.393
Cl -1.315861 3.097826 -0.879893 0.1323 -1.3533 0.6064 -0.192
H -2.633630 0.214388 -0.394724 0.8079 -0.0112 -0.2775 0.247
H -1.865493 -0.121486 1.167686 0.2516 0.3054 0.0050 0.321
H -0.143497 1.033268 -0.347391 -0.2411 0.0350 -0.5882 0.320
H -0.430601 1.968690 1.018703 -0.6098 0.1579 0.1976 0.308
Cl 4.431230 -0.264293 -3.836546 -0.2267 0.1782 0.3124 -0.177
C 4.391224 -1.456233 -5.142277 1.4868 -0.7190 0.1278 -0.388
C 5.748702 -2.272904 -5.132675 -1.2161 0.6212 0.3442 -0.471
Cl 6.189774 -3.128499 -3.585822 -0.4987 0.4846 -0.7533 -0.181
H 4.421093 -0.864489 -6.057178 -0.1931 -0.2613 -0.1004 0.268
H 3.476039 -2.045295 -5.082758 0.2464 -0.0201 0.0996 0.322
H 6.505611 -1.506655 -5.300206 0.2171 -0.4530 -0.0608 0.305
H 5.714110 -3.035596 -5.910624 0.1765 0.1755 0.0373 0.321
Cl 1.770265 -6.855341 4.500286 0.3990 0.9578 -0.1602 -0.181
C 2.657776 -5.667911 3.493705 0.6144 0.8997 -2.3032 -0.455
C 2.251413 -4.169721 3.578135 -0.9766 -1.0227 1.3628 -0.419
Cl 3.004498 -3.018276 2.438817 0.2683 -0.7172 0.2587 -0.179
H 2.491068 -5.928678 2.448568 -0.3101 -0.4253 0.0613 0.291
H 3.742966 -5.747021 3.558518 -0.0920 -0.2634 0.8143 0.341
H 2.445012 -3.886216 4.612661 0.0085 0.6030 -0.2076 0.310
H 1.182581 -4.086713 3.381156 0.0746 -0.0314 0.1686 0.292
Cl -1.848487 9.091423 2.653025 -0.4538 -0.0632 -0.0823 -0.173
C -0.663080 7.772326 2.751623 0.5779 -0.0612 -0.0616 -0.453
C 0.559241 8.320065 3.551513 -0.7857 -0.3425 -2.1993 -0.387
Cl 0.066263 8.652389 5.169177 0.0812 -0.0014 1.3345 -0.158
H -0.463686 7.487890 1.718451 0.5797 0.3271 0.0290 0.274
H -1.122449 6.870970 3.157382 -0.0267 0.3314 0.5656 0.320
H 0.803719 9.273714 3.083673 0.1935 -0.0704 0.0660 0.280
H 1.428368 7.666985 3.472803 -0.1678 -0.1289 0.3440 0.296
Cl -10.101094 0.309390 4.563601 0.9238 -0.9320 -1.2063 -0.206
C -9.179594 -0.615020 3.193600 -0.8061 0.9598 0.6861 -0.522
C -9.676492 -2.032595 2.996456 0.0645 1.0434 -0.2740 -0.329
Cl -9.393501 -3.012484 4.419357 0.1816 -0.4918 0.3239 -0.171
H -8.109622 -0.568841 3.396411 -0.2148 -0.0815 0.4031 0.346
H -9.355483 -0.008841 2.304946 -0.1753 -0.1301 0.0321 0.306
H -9.089831 -2.386225 2.148599 -0.1170 -0.4564 0.0614 0.271
H -10.741313 -2.074495 2.767308 0.1547 0.0855 -0.0273 0.305
Cl 3.701812 6.018133 -6.165675 0.1695 -0.8306 -0.2931 -0.181
C 2.484468 6.780347 -5.139147 1.5205 1.7226 0.5578 -0.392
C 3.244593 7.443492 -3.918187 -1.1824 0.4207 -0.2159 -0.475
Cl 4.454139 8.751066 -4.423334 -0.8538 -1.2904 0.2882 -0.175
H 1.662913 6.106414 -4.896324 0.3610 -0.0174 0.2905 0.329
H 2.135731 7.588199 -5.782459 -0.3883 0.0038 0.3571 0.261
H 3.671339 6.753498 -3.190254 0.5817 -0.1807 -0.6808 0.349
H 2.529888 7.989784 -3.302664 -0.2114 0.1640 -0.3012 0.284
Cl 9.449498 4.181055 1.662825 0.9894 -0.3490 0.2757 -0.187
C 7.734426 4.406895 1.712996 -1.7489 0.2338 -0.4428 -0.438
C 6.945824 3.289286 2.407254 1.5700 -0.1042 0.1037 -0.427
Cl 5.225444 3.684303 2.357673 -0.0174 -0.1715 0.0527 -0.180
H 7.397796 4.448824 0.677127 -0.0252 0.0500 0.0245 0.294
H 7.499328 5.375206 2.154814 0.1371 -0.1147 0.1450 0.319
H 7.305174 3.140617 3.425517 -0.3984 0.3945 0.1988 0.311
H 7.179504 2.333957 1.937321 -0.5132 0.0618 -0.3624 0.308